Record 1
{
  "formula": "C40H40FeNOSi",
  "method": "the ωB97M-V functional and the def2-TZVPD basis",
  "species": ["C", "O", "C", "C", "C", "C", "C", "C", "C", "C", "C", "C", "Fe", "C", "C", "C", "C", "C", "C", "C", "H", "H", "H", "H", "H", "H", "H", "H", "H", "H", "H", "H", "H", "H", "H", "H", "H", "C", "C", "C", "C", "Si", "C", "C", "C", "C", "C", "C", "C", "C", "C", "C", "C", "C", "C", "C", "C", "C", "N", "C", "C", "H", "H", "H", "H", "H", "H", "H", "H", "H", "H", "H", "H", "H", "H", "H", "H", "H", "H", "H", "H", "H", "H", "H"],
  "xyz": [[2.560185, -2.040433, 6.293331], [3.494467, -1.112043, 5.701306], [2.994382, -0.108946, 4.932652], [3.925991, 0.865420, 4.492364], [3.475889, 1.978990, 3.836557], [2.088634, 2.166921, 3.534329], [1.652958, 3.372160, 2.955139], [0.341042, 3.617860, 2.439722], [-0.398632, 4.894322, 2.450827], [-1.646364, 4.711033, 1.748397], [-1.690652, 3.348410, 1.246905], [-0.478273, 2.686408, 1.645355], [-0.062862, 4.316186, 0.614990], [1.548435, 3.963269, -0.501789], [1.597221, 5.283335, 0.093409], [0.399216, 6.001352, -0.304705], [-0.392136, 5.120573, -1.148289], [0.321507, 3.859509, -1.269244], [1.180129, 1.136419, 3.938320], [1.615191, 0.023789, 4.624417], [3.198563, -2.712350, 6.866418], [1.846324, -1.526936, 6.955063], [2.007739, -2.595229, 5.520538], [4.977828, 0.703442, 4.719031], [4.178480, 2.746101, 3.516454], [2.323258, 4.239426, 2.989539], [-0.074977, 5.761106, 3.023071], [-2.453062, 5.437611, 1.675745], [-2.529373, 2.880797, 0.737770], [-0.202912, 1.643121, 1.538051], [2.347232, 3.227082, -0.478587], [2.441521, 5.703671, 0.633839], [0.187180, 7.047539, -0.095037], [-1.300020, 5.389141, -1.682942], [0.049962, 3.034071, -1.920764], [0.116212, 1.244025, 3.735447], [0.904226, -0.736520, 4.956119], [-1.682701, 1.153787, -3.994115], [-1.358134, 0.163758, -4.926463], [-1.178504, -1.160160, -4.513090], [-1.354384, -1.505581, -3.167375], [-1.112978, -3.253706, -2.595063], [-0.709389, -4.370224, -4.022762], [0.500996, -5.078292, -4.023985], [0.828061, -5.912914, -5.096507], [-0.054244, -6.051024, -6.172541], [-1.262771, -5.348311, -6.179123], [-1.587429, -4.505614, -5.109665], [0.233217, -3.299176, -1.323276], [1.275494, -2.365884, -1.407335], [2.323503, -2.394438, -0.480443], [2.325667, -3.347279, 0.544736], [1.283545, -4.275998, 0.635319], [0.234960, -4.251085, -0.293638], [-2.707884, -3.849966, -1.782588], [-3.942480, -3.903836, -2.712952], [-5.114130, -3.513747, -1.796734], [-4.482056, -2.726915, -0.634320], [-3.033333, -2.919154, -0.732838], [-1.704298, -0.516874, -2.238555], [-1.844091, 0.818772, -2.643425], [-1.810441, 2.187114, -4.317408], [-1.238921, 0.415035, -5.981133], [-0.900938, -1.926476, -5.237933], [1.184125, -4.972476, -3.179289], [1.773207, -6.455927, -5.085847], [0.198990, -6.704286, -7.006167], [-1.962126, -5.447798, -7.010930], [-2.528504, -3.949873, -5.129004], [1.266951, -1.613150, -2.198774], [3.135521, -1.670698, -0.563942], [3.139972, -3.365989, 1.269756], [1.278730, -5.026990, 1.427602], [-0.576968, -4.977966, -0.218564], [-2.454866, -4.879528, -1.445039], [-3.842998, -3.161326, -3.517722], [-4.046564, -4.885400, -3.186933], [-5.865971, -2.923080, -2.324957], [-5.599873, -4.421370, -1.419247], [-4.700525, -1.656624, -0.745964], [-4.882724, -3.053035, 0.338004], [-2.554121, -3.062025, 0.149348], [-1.884112, -0.801680, -1.198069], [-2.087125, 1.586279, -1.905405]],
  "forces_ev_per_angstrom": [[0.70, 0.69, -0.51], [-0.25, -1.26, 0.71], [-0.86, 0.82, -0.52], [-0.56, -0.79, 0.48], [-0.48, 0.08, -0.30], [0.19, -0.36, 0.32], [-0.48, 0.81, -0.16], [-1.06, -0.36, 1.23], [-0.46, -0.55, 1.31], [-0.70, -0.29, 1.37], [-0.55, -0.70, 1.19], [-0.67, -0.57, 1.40], [0.47, -0.37, -0.03], [-0.07, -1.38, -2.60], [-0.35, 3.16, -0.78], [2.22, 0.68, 0.16], [0.31, 0.35, -2.36], [1.01, -0.24, -0.47], [0.17, 0.37, -0.36], [1.20, -0.27, 0.40], [-0.23, -0.06, 0.00], [0.18, -0.07, -0.16], [0.14, 0.08, 0.18], [-0.16, 0.10, 0.00], [-0.09, -0.10, 0.05], [-0.07, -0.33, 0.06], [-0.13, -0.07, -0.24], [0.18, -0.14, 0.02], [0.11, 0.13, 0.07], [-0.20, 0.10, -0.29], [-0.12, 0.21, -0.10], [-0.21, -0.08, -0.14], [0.00, -0.30, 0.00], [0.33, 0.07, -0.09], [0.00, 0.12, 0.22], [0.28, 0.13, -0.01], [0.19, 0.32, -0.13], [0.02, -0.26, 0.13], [0.00, -0.07, 0.09], [-0.11, 0.50, 0.12], [0.01, 0.02, -0.28], [-0.68, 0.22, 0.12], [0.28, -0.14, -0.23], [-0.21, -0.18, -0.44], [-0.14, 0.04, 0.00], [-0.02, 0.15, 0.22], [-0.03, 0.15, 0.25], [0.31, -0.39, -0.25], [0.14, 0.00, 0.18], [0.31, -0.25, 0.43], [-0.15, -0.10, -0.05], [-0.18, -0.01, -0.24], [-0.15, 0.04, -0.14], [0.58, 0.24, 0.14], [0.79, -1.02, -0.80], [0.37, 0.47, 0.09], [0.01, -0.40, 0.13], [-0.18, 0.33, 0.13], [-0.43, 0.21, 0.56], [-0.03, 0.61, -0.13], [-0.06, -0.33, -0.10], [0.06, -0.24, 0.09], [-0.01, 0.02, 0.26], [-0.05, 0.23, 0.13], [-0.13, -0.05, -0.25], [-0.22, 0.10, -0.06], [-0.04, 0.13, 0.17], [0.24, -0.02, 0.17], [0.31, -0.18, -0.02], [0.02, -0.18, 0.24], [-0.23, -0.18, 0.11], [-0.23, 0.02, -0.17], [0.05, 0.25, -0.17], [0.24, 0.15, 0.01], [-0.52, 0.12, 0.22], [-0.05, -0.07, 0.17], [-0.05, 0.18, 0.15], [0.04, -0.09, 0.08], [0.03, 0.16, -0.04], [-0.07, -0.13, 0.13], [0.07, 0.08, -0.22], [-0.16, -0.09, -0.26], [0.18, 0.23, -0.39], [0.09, -0.19, -0.23]],
  "lowdin_spin": [0.003, 0.045, 0.111, -0.016, 0.083, 0.035, 0.310, 0.114, 0.030, 0.080, 0.053, 0.023, 2.043, 0.259, 0.207, 0.087, 0.297, 0.030, 0.111, -0.008, 0.000, 0.001, 0.001, -0.003, 0.005, 0.014, 0.004, 0.010, 0.008, 0.002, 0.016, 0.014, 0.005, 0.015, 0.000, 0.010, -0.004, 0.001, 0.000, 0.000, 0.000, 0.000, 0.000, 0.000, 0.000, 0.000, 0.000, 0.000, 0.000, 0.000, 0.000, 0.000, 0.000, 0.000, 0.000, 0.000, 0.000, 0.000, 0.000, 0.000, 0.000, 0.001, 0.000, 0.000, 0.000, 0.000, 0.000, 0.000, 0.000, 0.000, 0.000, 0.000, 0.000, 0.000, 0.000, 0.000, 0.000, 0.000, 0.000, 0.000, 0.000, 0.000, 0.000, 0.000],
  "spin_multiplicity": 5,
  "homo_ev": [-0.52, -2.20],
  "e_lumo_ha": [0.079, 0.021],
  "total_charge": -1,
  "energy_ev": -87923.57449
}

Record 2
{
  "formula": "C40H40N2O10",
  "method": "the ωB97M-V functional and the def2-TZVPD basis",
  "species": ["O", "C", "C", "C", "C", "O", "C", "C", "H", "H", "H", "H", "H", "H", "O", "C", "C", "C", "C", "O", "C", "C", "H", "H", "H", "H", "H", "H", "O", "C", "C", "C", "C", "O", "C", "C", "H", "H", "H", "H", "H", "H", "O", "C", "C", "C", "C", "O", "C", "C", "H", "H", "H", "H", "H", "H", "O", "C", "C", "C", "C", "O", "C", "C", "H", "H", "H", "H", "H", "H", "C", "C", "C", "N", "C", "C", "H", "H", "H", "H", "H", "C", "C", "C", "N", "C", "C", "H", "H", "H", "H", "H"],
  "xyz": [[-2.698823, 1.458081, 5.022558], [-1.814477, 2.333452, 5.546326], [-1.237642, 3.285100, 4.643955], [-0.095521, 4.212279, 5.095376], [0.492326, 4.057043, 6.346499], [1.507578, 4.730305, 6.948522], [-0.121670, 3.128864, 7.167800], [-1.215530, 2.253405, 6.802088], [-2.474805, 0.465479, 5.073053], [-1.474624, 3.479443, 3.629488], [0.313828, 4.824264, 4.367747], [1.945916, 4.347116, 7.724817], [0.134815, 2.993617, 8.299354], [-1.867010, 1.604433, 7.424026], [-4.046831, -0.290564, 0.304160], [-2.773489, -0.012789, 0.415215], [-1.792959, -0.399338, -0.651065], [-0.453282, 0.200883, -0.884965], [-0.029040, 1.283274, -0.070060], [1.270868, 1.675291, -0.169910], [-0.925231, 1.687041, 0.874300], [-2.198950, 1.161134, 1.088205], [-4.199837, -1.287105, -0.103963], [-1.903102, -1.199329, -1.554292], [0.118283, -0.093563, -1.639255], [1.346717, 2.522451, 0.063441], [-0.631648, 2.603899, 1.470311], [-2.946778, 1.699508, 1.795954], [2.340761, -4.363828, -2.248689], [1.714364, -4.228506, -1.090930], [1.108055, -2.993019, -0.831193], [0.408623, -2.905423, 0.557230], [0.598332, -3.961018, 1.450711], [0.041657, -3.992472, 2.667024], [1.516407, -5.021536, 1.247161], [2.014637, -5.181951, -0.113980], [3.010218, -5.152300, -2.274200], [1.020487, -2.152791, -1.547667], [-0.200315, -2.179297, 0.886405], [-0.057483, -5.045191, 2.902494], [1.879660, -5.589427, 2.164167], [2.495420, -6.030314, -0.491367], [-6.021062, -3.521374, 0.644266], [-5.321916, -3.412954, -0.509187], [-5.801050, -2.566622, -1.518471], [-5.012956, -2.474186, -2.835418], [-3.784743, -3.223563, -2.926603], [-3.030775, -3.004259, -3.985160], [-3.413538, -3.955012, -1.838610], [-4.082781, -4.059181, -0.700150], [-6.711911, -3.077716, 0.554548], [-6.738532, -2.034547, -1.603722], [-5.364513, -1.885334, -3.608827], [-3.216824, -2.139611, -4.132609], [-2.389845, -4.382948, -1.999710], [-3.546067, -4.740772, 0.022327], [2.936979, -0.034719, -1.880097], [4.186334, -0.508230, -1.288600], [5.142684, -0.956307, -2.245264], [6.614676, -1.307797, -1.754811], [6.855730, -1.296817, -0.366178], [8.177473, -1.531291, -0.020222], [5.741972, -1.024032, 0.550661], [4.482399, -0.619169, 0.122291], [2.115775, 0.122149, -1.204629], [5.110021, -0.824401, -3.199487], [7.328550, -1.637307, -2.523819], [8.799574, -1.825316, -0.782186], [5.787045, -0.825520, 1.571635], [3.587700, -0.429394, 0.775695], [2.258488, 5.577861, -1.291311], [1.476654, 5.464672, -0.049604], [1.927628, 4.746916, 1.034086], [3.168231, 4.120953, 1.002208], [3.732374, 4.047083, -0.215134], [3.479320, 4.863610, -1.365712], [2.056860, 6.366065, -1.997504], [0.530993, 6.176751, 0.012062], [1.586940, 5.083076, 2.032111], [4.619437, 3.274983, -0.352599], [4.140062, 4.990678, -2.307263], [-2.070728, 1.426927, -3.772093], [-3.418646, 1.549910, -3.443344], [-4.347605, 0.800878, -4.223374], [-3.959915, -0.020484, -5.301651], [-2.650201, -0.168271, -5.501923], [-1.669134, 0.447048, -4.774003], [-1.304005, 1.967729, -3.120228], [-3.783525, 2.320125, -2.813719], [-5.437863, 0.706542, -3.977013], [-2.340345, -0.808369, -6.429312], [-0.545322, 0.314942, -4.769190]],
  "forces_ev_per_angstrom": [[-1.06, -2.42, -0.06], [3.38, 1.60, -2.33], [3.00, 2.05, 3.22], [-2.59, -3.37, 0.25], [-1.12, -1.52, 1.52], [0.99, 1.73, -1.36], [-2.63, -3.20, 2.73], [-0.31, 1.19, -0.03], [-0.08, 2.58, 0.27], [-0.74, -0.38, -0.71], [0.63, 1.29, -1.24], [-0.89, -0.45, -0.58], [0.02, 0.56, -2.25], [1.41, 0.34, 0.51], [-2.17, -3.99, -0.36], [6.48, 2.75, -3.61], [1.66, -0.62, -1.68], [-5.12, 1.46, 5.09], [-0.73, -3.11, -1.12], [-0.77, -4.77, -1.64], [-0.36, 2.24, 1.77], [-3.33, -0.98, 0.73], [0.60, 3.50, 1.27], [-0.73, 1.58, 2.62], [2.18, -1.54, -3.25], [0.82, 5.41, 1.62], [-0.46, -1.18, -0.46], [1.64, -0.87, -1.07], [2.36, -2.10, -2.87], [0.60, 1.49, 1.69], [-2.50, -0.37, 3.98], [3.86, -3.97, -3.82], [2.08, -0.57, -1.22], [-1.83, -3.32, 2.41], [1.09, -0.06, -2.82], [-2.51, 1.33, 3.45], [-2.06, 2.25, 0.34], [0.19, -0.95, 0.48], [-1.98, 2.91, 0.56], [0.32, 4.21, -0.66], [-0.66, 0.39, -1.61], [1.08, -1.27, 0.10], [9.51, -6.43, 1.58], [0.04, 1.03, -1.04], [2.78, -0.45, -4.22], [0.47, -2.99, 5.38], [-4.81, 2.62, 1.21], [2.24, -3.89, -0.37], [3.63, -0.73, -2.53], [-0.60, -1.41, 2.95], [-9.67, 6.06, -0.90], [-0.15, -0.09, 0.84], [-0.65, 1.11, -1.44], [-0.38, 4.22, -1.85], [-1.00, 0.00, 0.68], [-1.34, 1.06, -0.21], [-0.61, -0.38, 3.03], [-0.24, -0.79, -1.63], [3.93, -0.22, 8.65], [-5.32, 0.77, 0.38], [-0.52, -0.06, -2.38], [0.95, -0.56, 0.17], [0.52, 0.73, -2.13], [-1.22, -0.16, -2.35], [3.60, -0.46, -1.80], [-1.01, 0.56, -5.80], [-0.22, 0.36, 0.58], [-2.32, 0.87, 1.67], [1.15, -0.53, 1.79], [1.45, -0.05, -0.20], [0.93, -0.74, 2.57], [-1.22, 2.14, -2.48], [2.48, 1.66, 0.40], [-1.80, -0.41, -1.80], [2.72, -1.22, -0.64], [-1.76, 0.47, -0.08], [-0.50, -0.16, -0.26], [2.01, -1.85, 0.07], [-0.21, -1.05, -0.53], [-1.68, 1.78, 0.75], [-1.02, -0.68, 2.01], [0.82, -1.25, 0.17], [-0.54, -0.86, -2.52], [0.87, -1.60, -1.17], [-0.72, 1.50, 2.69], [0.54, -1.14, -2.53], [1.46, 2.61, 3.08], [-1.05, -0.80, -1.28], [-0.19, 0.26, 0.96], [1.18, 0.57, -0.34], [-0.70, 1.00, 1.89], [-1.60, -0.27, -0.86]],
  "mulliken_charge": [-0.554, 0.293, -0.129, -0.874, 0.638, -0.552, -0.225, -0.582, 0.356, 0.407, 0.421, 0.325, 0.140, 0.321, -0.626, -0.302, 0.504, -2.141, 0.765, -0.210, 0.364, -0.648, 0.391, -0.057, 1.795, -0.068, 0.002, 0.227, -0.544, 0.334, 0.308, -0.936, 0.516, -0.554, -0.871, -0.731, 0.316, 0.421, 0.749, 0.375, 0.333, 0.408, -0.459, 0.574, -0.628, -0.603, 0.159, -0.526, -0.262, -0.325, 0.250, 0.323, 0.821, 0.105, 0.269, 0.276, -0.527, 0.558, -1.064, -0.554, 0.801, -0.565, -0.845, -0.106, 0.205, 0.705, 0.235, 0.330, 0.415, 0.351, -0.403, 0.078, -0.510, -0.494, 0.019, -0.292, 0.411, 0.256, 0.357, 0.238, 0.304, -0.078, -0.391, -0.317, -0.552, -0.437, 0.046, 0.276, 0.482, 0.385, 0.268, 0.335],
  "homo_ev": -7.90,
  "e_lumo_ha": 0.014,
  "energy_ev": -65570.59860
}